1.
DFT (wB97M-V/def2-TZVPD) results for 11 unconnected molecules or ions with the total composition C11H44O11 at a distorted geometry.

Structure (ORCA input):
```
! wB97M-V def2-TZVPD RIJCOSX def2/J DEFGRID3
* xyz 0 1
O 1.61 6.38 -2.01
H 0.25 -1.38 0.98
H 2.26 6.15 -1.34
H -4.01 6.23 -0.71
H 3.32 -2.80 -4.28
H 4.99 4.01 1.92
H 5.33 6.82 1.50
H -4.00 3.25 -5.90
H 0.37 8.10 -2.18
H -3.23 7.23 0.51
H 0.42 -0.34 -1.12
H 7.96 -1.69 -1.57
O -4.32 0.93 3.40
H 3.49 -5.00 -4.67
H 2.07 8.24 -2.64
H -4.27 -4.29 6.43
H -3.59 -6.04 0.39
H 6.78 -0.81 -0.54
C -5.42 0.75 2.59
C -2.94 1.84 -5.03
H -2.91 2.33 -4.06
H -3.13 -4.63 5.03
H -2.94 0.76 -4.86
H 2.02 -6.00 2.37
H 4.19 -4.16 2.71
H 1.61 0.21 0.06
C 2.55 -4.52 -4.43
C 6.90 -1.50 -1.37
H -4.54 -6.77 5.45
O 4.74 4.81 1.44
O -0.19 -0.54 0.86
H -5.34 -0.17 2.02
O 2.74 -3.24 -4.90
C -3.91 6.40 0.36
O 6.26 -0.99 -2.49
H -4.95 -7.18 -1.45
H 2.43 -4.48 -3.35
H 4.26 -5.84 2.56
H -3.20 -5.68 6.39
H -2.97 -5.21 -1.10
H -5.61 1.62 1.95
H -3.56 5.45 0.77
H -2.80 -6.93 -0.94
H -3.55 0.93 2.83
H 1.73 -5.07 -4.88
H -5.03 7.17 1.65
H 6.22 5.76 2.60
C -3.46 -6.09 -0.69
O -4.84 -5.88 5.23
C 3.62 -5.05 2.96
H -2.05 2.15 -5.57
O 2.28 -5.08 2.49
C 1.38 7.77 -1.94
O -4.76 -6.25 -1.30
H -6.27 0.66 3.27
H 4.57 6.20 2.95
O -5.19 6.74 0.81
H 0.06 1.07 -0.34
C 5.25 5.94 2.14
C 0.55 0.12 -0.14
H 3.68 -5.04 4.05
H 6.90 -0.36 -2.83
O -4.09 2.31 -5.73
H 1.64 8.15 -0.96
C -3.82 -5.03 5.77
H 6.47 -2.46 -1.08
*
```

**SMILES**: CO.CO.CO.CO.CO.CO.CO.CO.CO.CO.CO
**Relative energy (zero: lowest compared OMol25 entry of this formula, charge and spin)**: 414.7 kJ/mol
**HOMO**: -10.04 eV
**LUMO level**: 0.11 eV



2.
DFT (wB97M-V/def2-TZVPD) results for a molecular structure, C11H47BInO12.

Structure (ORCA input):
```
! wB97M-V def2-TZVPD RIJCOSX def2/J DEFGRID3
* xyz -1 1
H 0.81 1.09 -2.61
H -4.13 0.62 -0.52
H 0.84 -4.11 2.71
H 2.46 -0.29 5.91
C 4.06 -0.65 0.84
O -3.78 2.55 -5.85
H 2.32 0.46 3.19
O 2.77 0.39 4.04
H 2.13 -2.29 -5.45
H 8.46 1.02 3.41
O -2.58 -0.70 -0.12
H 0.90 -0.59 -6.55
H -1.53 4.74 -5.65
O -1.52 -2.72 7.93
H -5.65 2.68 -1.16
H -1.86 0.97 -3.68
O -0.42 -0.44 0.55
O 1.46 -0.34 -5.81
H 3.30 0.03 0.47
C 8.30 0.40 2.52
H -5.17 1.40 -6.90
H -0.67 6.16 -5.00
C -0.44 -3.56 7.56
H -3.58 -0.32 -1.90
H -1.50 -2.57 8.88
In -0.90 1.31 -2.21
B -1.38 -0.09 -0.43
O -0.50 -1.23 2.99
H -2.81 5.85 -3.97
C -1.12 5.19 -4.75
H -2.25 -1.31 4.14
H -3.95 2.11 -5.00
H 2.18 -1.14 -4.10
C 0.82 -3.76 1.67
H -1.66 -2.87 3.53
H -0.78 -2.03 4.82
H 1.32 -4.51 1.04
C -1.35 -1.89 3.90
H 0.64 -1.83 -4.59
H -3.52 0.75 -6.87
H 1.70 -1.29 4.65
H -6.25 3.57 -2.58
C 1.60 -1.46 -4.96
H -0.91 -1.05 2.13
H 0.41 -0.74 0.15
H 0.97 0.26 5.10
H -0.22 -3.68 1.35
H -4.01 2.77 -2.84
O 1.52 -2.55 1.50
H 8.33 1.04 1.64
H 6.35 0.27 2.62
C -5.87 2.60 -2.23
O -4.75 2.16 -2.97
H 0.53 -3.11 7.80
H 1.05 -1.90 2.04
H -1.15 2.99 -1.73
O 7.09 -0.34 2.60
H -4.51 -1.12 -0.60
H 3.79 -1.67 0.54
H 9.11 -0.32 2.45
C -3.76 -0.36 -0.83
H 5.99 -0.79 0.64
H -3.89 2.19 -7.83
C 1.92 -0.26 4.96
C -4.11 1.67 -6.90
H -0.50 -3.69 6.48
H -0.51 -4.54 8.03
H 4.08 -0.61 1.93
O -2.08 5.29 -3.71
O 5.30 -0.23 0.28
H -6.65 1.86 -2.36
H -0.33 4.54 -4.37
*
```

**HOMO**: -4.46 eV
**LUMO level**: 2.18 eV



3.
DFT (wB97M-V/def2-TZVPD) results for 13 unconnected molecules or ions with the total composition C11H48O13 at a distorted geometry.

Structure (ORCA input):
```
! wB97M-V def2-TZVPD RIJCOSX def2/J DEFGRID3
* xyz 0 1
C -4.09 1.45 0.47
C 3.78 3.97 0.21
H 2.22 1.93 -1.57
H 3.52 -1.93 0.99
H -0.18 3.44 1.66
O 0.47 -3.48 -3.27
C -3.18 -2.42 0.72
O 0.02 -0.74 -3.30
O -2.84 2.08 -2.37
H 0.76 -4.87 -4.69
H 4.07 0.90 -2.06
H 0.70 -0.14 -2.96
O 0.42 -3.97 -0.60
H -1.19 -1.13 1.90
H 3.59 1.57 -3.57
C -1.38 2.91 3.66
H 2.38 -3.74 -1.23
O 2.03 -1.32 2.40
O -0.66 -0.36 2.19
H 1.99 -1.62 0.23
H -1.19 3.22 -2.93
H 0.46 -2.52 -3.40
H 0.27 -3.66 -1.51
H -4.32 0.37 0.33
H -3.96 -2.57 1.46
C 3.28 0.93 -2.81
O -1.10 2.14 2.40
H 0.12 5.69 2.72
H -0.97 1.16 2.56
H -1.30 -2.89 0.53
H 1.82 3.66 0.10
H 0.94 6.20 1.33
H -2.29 2.56 4.16
H 3.51 4.90 0.79
O -2.70 1.67 0.29
H 3.28 -0.12 -3.18
H 1.93 -5.48 -0.73
H -0.45 -5.98 2.49
O -1.84 -2.82 1.29
H 0.05 -3.33 -5.33
H -1.00 -4.32 -4.45
O 2.67 3.34 -0.33
O 2.09 1.17 -2.12
H 0.20 -0.73 2.48
C 0.19 5.51 1.68
O 0.40 4.18 1.28
H 0.17 -4.08 1.23
H -3.50 -3.12 -0.08
H -0.70 5.98 1.29
H 4.22 3.28 0.89
H -2.66 1.98 -1.42
H -4.60 2.14 -0.20
H -1.35 3.98 3.44
H 4.56 4.29 -0.49
H -4.42 1.70 1.42
C -2.23 3.35 -2.75
C -0.40 -5.00 2.95
H 0.16 -5.20 3.90
C 2.60 -1.31 1.05
O 0.42 -4.08 2.18
H -2.26 1.89 1.16
H -2.74 3.67 -3.67
H -3.09 -1.41 0.31
C 1.80 -4.34 -0.57
H -2.45 4.13 -2.07
H -1.36 -4.46 3.19
H 2.77 -0.25 0.91
H 1.60 -2.18 2.41
H 2.26 -4.28 0.48
H -0.61 2.74 4.38
H -0.78 -0.21 -3.39
C 0.06 -4.05 -4.49
*
```

**Relative energy (zero: lowest compared OMol25 entry of this formula, charge and spin)**: 6.2 kJ/mol
**HOMO**: -9.69 eV
**LUMO level**: 0.68 eV